Formula: C45H76AsNO3P2SSiSn
Source: the Open Molecules 2025 dataset
Level of theory: the ωB97M-V functional and the def2-TZVPD basis

Calculated values
Orbital gap: 6.887 eV
Maximum force: 1.40 eV Å⁻¹
ΔE to the lowest compared entry with this formula, charge and spin: 152.98 kJ/mol
Calculated total energy: -159497.8077 eV
LUMO energy: 0.57 eV

Each line ends with the Löwdin charge.
Element x y z (Å)
Sn: -0.1137 -0.2812 0.7434  0.65
C: -3.0755 2.2592 2.6273  -0.13
C: -3.7805 1.0083 2.1139  -0.54
C: -5.2611 1.2799 1.8791  -0.10
P: -2.7455 0.4225 0.6781  0.92
C: -3.8152 -0.7951 -0.2336  -0.55
C: -3.1002 -1.1670 -1.5236  -0.12
C: -3.9937 -2.0147 0.6619  -0.11
C: -2.5829 1.8208 -0.4453  -0.33
C: -3.6863 2.2939 -1.1442  -0.11
C: -3.5596 3.2371 -2.1419  -0.10
C: -2.2807 3.6229 -2.5176  -0.08
C: -1.1787 3.1676 -1.8344  -0.04
C: -1.2889 2.3228 -0.7131  -0.32
N: -0.1909 1.9222 0.0130  -0.11
C: 0.9360 2.7027 -0.0689  -0.33
C: 0.8363 4.1057 -0.1441  -0.05
C: 1.9170 4.8989 -0.4480  -0.08
C: 3.1518 4.3204 -0.7239  -0.09
C: 3.3159 2.9748 -0.4714  -0.13
C: 2.2480 2.1738 -0.0731  -0.33
P: 2.5328 0.5725 0.7072  0.98
C: 3.6125 1.0460 2.1669  -0.51
C: 2.6476 1.7669 3.1048  -0.14
C: 4.8514 1.9214 1.9985  -0.10
C: 3.5021 -0.5119 -0.4925  -0.54
C: 5.0205 -0.4861 -0.3993  -0.11
C: 3.0262 -0.2266 -1.9123  -0.12
H: -3.5399 2.6127 3.5473  0.08
H: -3.1303 3.0522 1.8821  0.08
H: -2.0287 2.0278 2.8161  0.04
H: -3.6625 0.2049 2.8551  0.07
H: -5.3955 2.0867 1.1646  0.07
H: -5.7183 1.5807 2.8225  0.08
H: -5.7908 0.4008 1.5225  0.06
H: -4.7871 -0.3544 -0.4736  0.10
H: -2.1383 -1.6333 -1.2951  0.04
H: -2.9189 -0.2825 -2.1315  0.07
H: -3.6935 -1.8710 -2.1039  0.08
H: -3.0137 -2.4185 0.9183  0.06
H: -4.5753 -2.7808 0.1508  0.08
H: -4.4965 -1.7536 1.5902  0.07
H: -4.6638 1.8935 -0.9150  0.09
H: -4.4264 3.6234 -2.6566  0.10
H: -2.1408 4.2798 -3.3627  0.10
H: -0.1965 3.4529 -2.1829  0.11
H: -0.1291 4.5556 0.0438  0.12
H: 1.8007 5.9730 -0.4831  0.10
H: 3.9811 4.9191 -1.0732  0.10
H: 4.2891 2.5201 -0.5972  0.10
H: 3.9081 0.0840 2.6038  0.10
H: 2.3547 2.7162 2.6570  0.09
H: 3.1228 1.9679 4.0625  0.07
H: 1.7461 1.1838 3.2882  0.04
H: 4.5840 2.8822 1.5700  0.06
H: 5.6275 1.4625 1.3939  0.06
H: 5.2706 2.1175 2.9847  0.08
H: 3.1666 -1.5274 -0.2234  0.07
H: 5.4158 0.4871 -0.6738  0.06
H: 5.4408 -1.2220 -1.0841  0.08
H: 5.3563 -0.7385 0.6025  0.07
H: 3.3226 0.7698 -2.2302  0.07
H: 1.9404 -0.2962 -1.9703  0.06
H: 3.4505 -0.9523 -2.6043  0.08
C: 3.4902 -1.0577 5.6853  -0.02
C: 2.1253 -1.5333 6.1931  -0.63
C: 1.7800 -0.8315 7.5067  -0.02
C: 2.1505 -3.0531 6.3962  -0.02
O: 1.1695 -1.2690 5.1823  -0.14
Si: -0.1227 -0.3063 5.0225  -0.12
S: -0.8129 -0.7786 3.0683  0.28
O: -1.3617 -0.6095 6.0234  -0.15
C: -2.2516 -1.6882 6.2622  -0.64
C: -3.6704 -1.1149 6.1933  -0.02
C: -1.9731 -2.1933 7.6810  -0.02
C: -2.0925 -2.8238 5.2545  -0.06
O: 0.2422 1.2564 5.1501  -0.13
C: 0.0223 2.3831 5.9782  -0.62
C: -0.8629 3.3758 5.2197  -0.02
C: -0.6481 2.0175 7.3039  -0.02
C: 1.3955 3.0163 6.2362  -0.02
H: 4.2655 -1.2770 6.4167  0.09
H: 3.4634 0.0141 5.5100  0.07
H: 3.7212 -1.5603 4.7489  0.08
H: 2.4232 -1.1933 8.3050  0.09
H: 0.7437 -1.0229 7.7666  0.07
H: 1.9127 0.2415 7.4119  0.06
H: 2.9161 -3.3286 7.1163  0.08
H: 2.3567 -3.5458 5.4486  0.09
H: 1.1815 -3.3956 6.7531  0.07
H: -3.8122 -0.3651 6.9681  0.08
H: -4.4088 -1.8997 6.3316  0.09
H: -3.8207 -0.6469 5.2240  0.07
H: -2.0275 -1.3611 8.3804  0.09
H: -0.9777 -2.6276 7.7271  0.07
H: -2.7012 -2.9472 7.9695  0.09
H: -2.3658 -2.4769 4.2624  0.03
H: -2.7262 -3.6627 5.5345  0.09
H: -1.0578 -3.1508 5.2168  0.08
H: -1.8581 2.9590 5.1088  0.07
H: -0.4492 3.5619 4.2315  0.09
H: -0.9237 4.3164 5.7633  0.09
H: -1.5951 1.5234 7.1089  0.08
H: -0.8226 2.9200 7.8880  0.09
H: -0.0252 1.3387 7.8796  0.07
H: 1.7680 3.4935 5.3347  0.08
H: 2.1079 2.2518 6.5385  0.07
H: 1.3273 3.7608 7.0231  0.09
C: -0.1540 -4.3303 -1.8313  -0.32
As: 0.7809 -3.6761 -0.2174  1.09
C: 2.4078 -4.7764 -0.4413  -0.33
C: -0.1689 -4.7578 1.1720  -0.34
C: -0.1943 -6.2042 0.8550  -0.34
C: 0.8150 -7.0528 1.3019  -0.08
C: 0.8360 -8.3854 0.9366  -0.09
C: -0.1493 -8.9004 0.1103  -0.10
C: -1.1808 -8.0757 -0.3098  -0.09
C: -1.2052 -6.7453 0.0643  -0.07
H: -0.0728 -5.4113 -1.9277  0.02
H: 0.2789 -3.8602 -2.7145  0.02
H: -1.2071 -4.0552 -1.7901  0.01
H: 2.1604 -5.8280 -0.5755  0.01
H: 3.0531 -4.6718 0.4313  0.02
H: 2.9639 -4.4297 -1.3124  0.01
H: -1.1792 -4.3494 1.2467  0.06
H: 0.3383 -4.5620 2.1197  0.07
H: 1.5884 -6.6595 1.9490  0.11
H: 1.6271 -9.0268 1.3018  0.10
H: -0.1153 -9.9350 -0.1989  0.10
H: -1.9698 -8.4753 -0.9312  0.10
H: -2.0213 -6.1107 -0.2539  0.11

Atoms 1-6, force components in eV/Å:
Sn -0.01 -0.02 -1.01
C 0.02 -0.22 0.04
C 0.26 -0.07 -0.05
C 0.23 -0.20 -0.03
P -1.05 0.26 0.17
C 0.35 0.21 0.10